Entry 1:
Density functional theory data (ωB97M-V/def2-TZVPD) for a cluster of 14 separate species, C78H176N8O14 in total.

The energy above the lowest of the compared OMol25 structures with the same formula, charge and spin comes out at 15.36 kcal/mol. As for the HOMO energy: -8.1 eV. The gap between HOMO and LUMO comes out at 8.409 eV. The charge is 0. The total energy comes out at -4568.4034 hartree.

Each line ends with the Löwdin charge.
CARTESIAN COORDINATES (ANGSTROEM)
C -4.37 -29.89 13.77  -0.048
C -5.14 -29.18 14.85  -0.515
C -5.48 -30.10 16.02  -0.142
C -5.96 -29.28 17.20  -0.181
C -4.86 -28.31 17.66  -0.130
C -4.39 -27.32 16.59  -0.456
N -4.11 -28.14 15.33  -0.085
O -3.71 -27.27 14.29  -0.057
C -5.44 -26.20 16.42  -0.031
C -2.99 -26.72 17.03  -0.020
C -6.44 -28.49 14.36  -0.018
H -3.34 -30.10 14.20  0.113
H -4.36 -29.29 12.86  0.084
H -4.94 -30.80 13.58  0.083
H -6.21 -30.81 15.69  0.115
H -4.54 -30.63 16.32  0.140
H -6.23 -29.94 18.04  0.113
H -6.88 -28.70 17.01  0.088
H -4.01 -28.95 17.87  0.117
H -5.08 -27.88 18.61  0.109
H -5.41 -25.61 17.37  0.084
H -5.37 -25.45 15.62  0.062
H -6.39 -26.66 16.31  0.033
H -2.29 -27.55 17.19  0.085
H -2.52 -26.07 16.29  0.076
H -3.16 -26.16 17.92  0.046
H -7.01 -29.12 13.63  0.099
H -6.24 -27.57 13.84  0.057
H -7.14 -28.34 15.26  0.078
H -4.42 -26.65 13.98  0.092
C -10.21 -22.12 13.50  -0.029
C -8.95 -21.57 14.23  -0.466
C -8.05 -22.78 14.75  -0.131
C -7.26 -23.49 13.69  -0.163
C -6.37 -22.51 12.87  -0.106
C -7.14 -21.30 12.37  -0.517
N -8.01 -20.71 13.44  -0.076
O -8.75 -19.59 12.98  -0.036
C -6.24 -20.10 12.06  -0.034
C -7.89 -21.69 11.12  -0.038
C -9.39 -20.76 15.46  -0.034
H -10.07 -22.69 12.54  0.082
H -10.97 -21.34 13.20  0.092
H -10.72 -22.81 14.22  0.080
H -7.34 -22.38 15.47  0.084
H -8.76 -23.42 15.33  0.087
H -7.93 -24.09 13.05  0.114
H -6.58 -24.22 14.13  0.086
H -5.94 -23.06 12.04  0.124
H -5.55 -22.09 13.47  0.107
H -5.52 -20.25 11.21  0.107
H -6.85 -19.26 11.76  0.077
H -5.67 -19.91 12.95  0.058
H -7.26 -21.74 10.29  0.065
H -8.36 -22.68 11.25  0.083
H -8.60 -20.91 10.77  0.092
H -8.55 -20.27 15.93  0.076
H -9.81 -21.46 16.20  0.072
H -10.12 -20.02 15.16  0.078
H -9.37 -19.87 12.31  0.072
C -1.35 -16.33 14.82  -0.011
C -2.18 -16.35 16.13  -0.535
C -2.82 -14.96 16.36  -0.115
C -4.13 -14.73 15.50  -0.153
C -5.13 -15.88 15.67  -0.143
C -4.43 -17.16 15.39  -0.530
N -3.25 -17.30 16.23  -0.048
O -2.66 -18.60 16.05  -0.070
C -5.38 -18.23 15.83  -0.047
C -4.28 -17.31 13.83  -0.003
C -1.17 -16.55 17.27  -0.041
H -0.51 -15.65 14.99  0.082
H -1.91 -15.90 13.99  0.074
H -1.03 -17.37 14.57  0.086
H -3.14 -14.75 17.41  0.125
H -2.07 -14.20 16.17  0.113
H -3.88 -14.50 14.43  0.114
H -4.44 -13.82 15.92  0.079
H -5.98 -15.78 14.87  0.162
H -5.56 -16.02 16.66  0.115
H -6.36 -18.07 15.31  0.108
H -5.07 -19.29 15.58  0.083
H -5.52 -18.28 16.92  0.059
H -4.19 -16.39 13.30  0.062
H -3.41 -17.90 13.48  0.083
H -5.08 -17.88 13.46  0.035
H -1.71 -16.64 18.25  0.097
H -0.52 -15.71 17.34  0.064
H -0.53 -17.45 17.15  0.074
H -3.05 -19.26 16.69  0.088
C -1.99 -20.41 25.57  -0.047
C -2.52 -19.00 25.55  -0.488
C -1.82 -18.13 26.61  -0.123
C -2.10 -16.62 26.38  -0.177
C -1.64 -16.23 24.99  -0.111
C -2.40 -17.06 23.87  -0.488
N -2.23 -18.47 24.16  -0.076
O -3.02 -19.27 23.25  -0.077
C -3.82 -16.63 23.80  -0.041
C -1.64 -16.77 22.52  -0.012
C -4.06 -19.01 25.91  -0.018
H -1.01 -20.38 25.07  0.094
H -2.58 -21.12 24.93  0.071
H -1.96 -20.87 26.57  0.102
H -2.08 -18.55 27.58  0.119
H -0.75 -18.37 26.52  0.121
H -1.64 -16.02 27.11  0.090
H -3.17 -16.42 26.48  0.094
H -0.53 -16.43 24.96  0.133
H -1.86 -15.21 24.77  0.108
H -3.98 -15.71 23.20  0.096
H -4.56 -17.34 23.40  0.087
H -4.19 -16.34 24.76  0.060
H -0.60 -16.87 22.68  0.068
H -1.92 -17.40 21.72  0.032
H -1.83 -15.80 22.15  0.070
H -4.69 -19.23 25.05  0.063
H -4.35 -18.15 26.43  0.047
H -4.21 -19.89 26.54  0.084
H -2.33 -19.99 23.13  0.090
C -9.35 -25.66 16.50  -0.017
C -9.84 -25.51 18.00  -0.449
C -9.84 -23.91 18.31  -0.122
C -11.18 -23.24 18.04  -0.190
C -12.35 -24.05 18.57  -0.131
C -12.39 -25.52 18.07  -0.455
N -11.08 -26.17 18.44  -0.094
O -11.02 -27.47 17.84  -0.044
C -13.35 -26.33 18.92  -0.053
C -12.85 -25.49 16.54  -0.001
C -8.70 -26.02 18.91  -0.036
H -8.31 -25.28 16.46  0.068
H -9.90 -24.90 15.93  0.048
H -9.57 -26.61 16.00  0.082
H -9.59 -23.83 19.33  0.068
H -8.97 -23.40 17.80  0.102
H -11.19 -23.06 16.92  0.100
H -11.17 -22.20 18.47  0.096
H -13.31 -23.57 18.41  0.116
H -12.21 -23.90 19.68  0.119
H -12.90 -26.56 19.89  0.088
H -14.25 -25.76 19.12  0.078
H -13.74 -27.24 18.46  0.084
H -13.03 -26.46 16.16  0.062
H -13.83 -25.02 16.51  0.079
H -12.21 -24.88 15.88  0.069
H -8.52 -27.03 18.55  0.070
H -9.12 -26.14 19.95  0.108
H -7.87 -25.41 18.69  0.046
H -11.38 -28.04 18.58  0.127
C -10.11 -16.54 21.57  -0.008
C -10.93 -16.21 20.28  -0.554
C -9.91 -15.86 19.23  -0.140
C -9.18 -17.05 18.61  -0.156
C -10.19 -18.05 18.06  -0.139
C -11.24 -18.55 19.07  -0.467
N -11.72 -17.32 19.83  -0.089
O -12.73 -17.69 20.79  -0.052
C -12.43 -19.14 18.26  -0.011
C -10.62 -19.51 20.02  -0.036
C -11.81 -15.01 20.46  -0.031
H -10.73 -16.97 22.34  0.069
H -9.63 -15.67 21.95  0.073
H -9.35 -17.28 21.31  0.064
H -10.51 -15.31 18.52  0.107
H -9.23 -15.12 19.59  0.121
H -8.57 -17.54 19.42  0.101
H -8.50 -16.83 17.81  0.103
H -9.71 -18.90 17.63  0.084
H -10.70 -17.59 17.17  0.141
H -13.23 -19.43 18.91  0.065
H -12.90 -18.42 17.63  0.077
H -12.10 -19.99 17.64  0.081
H -11.33 -19.77 20.83  0.067
H -10.46 -20.48 19.58  0.073
H -9.70 -19.13 20.43  0.059
H -12.68 -15.23 21.12  0.098
H -12.14 -14.57 19.53  0.086
H -11.25 -14.32 21.08  0.077
H -12.21 -18.36 21.41  0.120
C -12.48 -24.23 22.65  -0.027
C -12.44 -23.24 23.87  -0.492
C -11.95 -23.91 25.18  -0.149
C -10.45 -24.00 25.32  -0.171
C -9.90 -22.56 25.24  -0.111
C -10.24 -21.97 23.89  -0.513
N -11.75 -21.96 23.73  -0.056
O -11.98 -21.54 22.37  -0.064
C -9.85 -20.46 23.83  -0.025
C -9.53 -22.57 22.73  -0.037
C -13.94 -22.77 24.16  -0.038
H -11.54 -24.37 22.11  0.059
H -13.27 -23.87 21.97  0.071
H -12.76 -25.23 23.02  0.086
H -12.33 -23.18 25.92  0.113
H -12.54 -24.86 25.30  0.135
H -9.96 -24.66 24.56  0.115
H -10.21 -24.44 26.27  0.103
H -8.92 -22.38 25.49  0.090
H -10.58 -22.05 25.96  0.133
H -8.76 -20.25 23.96  0.096
H -10.21 -20.08 22.87  0.053
H -10.40 -19.94 24.64  0.093
H -9.92 -22.16 21.80  0.080
H -8.47 -22.40 22.80  0.069
H -9.67 -23.68 22.75  0.078
H -13.83 -22.12 25.01  0.068
H -14.67 -23.60 24.29  0.091
H -14.49 -22.17 23.39  0.078
H -12.79 -21.04 22.44  0.089
C -4.14 -22.97 18.89  0.003
C -5.05 -22.09 18.10  -0.465
C -6.49 -22.51 18.22  -0.134
C -7.07 -22.09 19.60  -0.113
C -6.97 -20.53 19.62  -0.112
C -5.52 -20.11 19.65  -0.509
N -4.92 -20.56 18.43  -0.042
O -3.57 -20.22 18.38  -0.056
C -5.49 -18.58 19.69  -0.028
C -4.83 -20.48 21.02  -0.009
C -4.62 -22.15 16.66  -0.035
H -4.62 -23.20 19.84  0.069
H -3.19 -22.46 19.05  0.075
H -3.89 -23.94 18.39  0.092
H -7.00 -22.06 17.39  0.087
H -6.62 -23.59 18.09  0.108
H -6.54 -22.65 20.37  0.073
H -8.13 -22.38 19.60  0.082
H -7.42 -20.07 20.53  0.126
H -7.43 -20.09 18.75  0.115
H -5.61 -18.13 20.69  0.092
H -4.56 -18.20 19.32  0.070
H -6.19 -18.16 18.94  0.069
H -4.76 -21.52 21.34  0.055
H -3.86 -20.08 21.26  0.055
H -5.42 -19.95 21.79  0.091
H -3.63 -21.93 16.41  0.047
H -5.23 -21.45 16.08  0.072
H -4.83 -23.11 16.16  0.089
H -3.06 -20.66 19.09  0.071
C -1.22 -22.86 22.97  -0.074
O -2.08 -21.79 22.43  -0.174
H -0.23 -22.43 23.21  0.090
H -1.65 -23.26 23.83  0.051
H -1.02 -23.73 22.30  0.098
H -1.77 -21.68 21.52  0.039
C -0.45 -21.12 16.54  -0.106
O -0.30 -21.88 17.73  -0.115
H 0.04 -20.14 16.76  0.108
H -0.03 -21.57 15.68  0.064
H -1.52 -21.04 16.33  0.057
H -0.59 -22.78 17.53  0.103
C -0.57 -19.55 19.96  -0.114
O -1.03 -20.88 20.06  -0.156
H -0.42 -19.21 18.92  0.070
H -1.30 -18.84 20.47  0.075
H 0.37 -19.40 20.57  0.102
H -0.76 -21.35 19.27  0.025
C -2.05 -21.12 13.59  -0.143
O -1.52 -19.78 13.63  -0.121
H -2.14 -21.51 12.54  0.102
H -1.39 -21.83 14.07  0.046
H -2.97 -21.23 14.06  0.037
H -1.64 -19.41 14.51  0.010
C -5.47 -22.36 24.20  -0.114
O -4.15 -22.77 23.85  -0.166
H -5.39 -21.48 24.88  0.075
H -6.01 -22.04 23.32  0.051
H -5.96 -23.22 24.74  0.109
H -3.65 -22.22 23.24  0.035
C -5.69 -24.93 22.15  -0.164
O -4.35 -25.07 22.65  -0.105
H -6.57 -25.15 22.88  0.105
H -5.88 -23.97 21.67  0.030
H -5.85 -25.64 21.36  0.060
H -4.20 -24.38 23.26  -0.017

Entry 2:
Density functional theory data (ωB97M-V/def2-TZVPD) for a cluster of 2 separate species, C3H7NOS in total.

The energy above the lowest of the compared OMol25 structures with the same formula, charge and spin comes out at 190.09 kcal/mol. As for the HOMO energy: -7.9 eV. The gap between HOMO and LUMO comes out at 3.596 eV. The charge is 0. The total energy comes out at -646.4091 hartree.

Each line ends with the natural charge from an NBO analysis.
CARTESIAN COORDINATES (ANGSTROEM)
O -0.21 1.63 2.19  -0.403
C 0.16 0.84 1.15  0.116
C -0.91 0.73 0.09  0.009
C -0.51 -0.58 1.06  -0.424
S 1.34 -1.98 -1.74  -0.631
N -0.53 0.64 -1.23  -0.655
H 1.18 1.16 0.87  0.212
H -1.91 1.04 0.28  0.267
H -0.02 -1.38 0.38  0.286
H -0.65 -0.84 2.07  0.265
H 2.44 -2.65 -1.79  0.124
H -0.39 1.50 -1.69  0.394
H 0.02 -0.10 -1.65  0.440

Entry 3:
Density functional theory data (ωB97M-V/def2-TZVPD) for a cluster of 9 separate species, C14H46O9 in total.

The energy above the lowest of the compared OMol25 structures with the same formula, charge and spin comes out at 35.64 kcal/mol. As for the HOMO energy: -10.0 eV. The gap between HOMO and LUMO comes out at 10.288 eV. The charge is 0. The total energy comes out at -1238.0565 hartree.

Each line ends with the natural charge from an NBO analysis.
CARTESIAN COORDINATES (ANGSTROEM)
C 2.55 3.38 0.01  -0.632
C 2.07 4.52 -0.86  -0.061
O 2.13 4.17 -2.25  -0.733
H 2.28 3.66 1.03  0.219
H 3.60 3.15 -0.11  0.215
H 2.05 2.43 -0.19  0.208
H 2.64 5.44 -0.71  0.162
H 1.05 4.81 -0.58  0.155
H 2.04 4.99 -2.75  0.468
C -3.01 -2.33 -2.29  -0.628
C -3.58 -0.95 -2.02  -0.070
O -4.77 -1.04 -1.27  -0.741
H -2.66 -2.87 -1.42  0.222
H -2.13 -2.26 -2.94  0.216
H -3.69 -2.95 -2.88  0.209
H -3.75 -0.48 -2.99  0.159
H -2.78 -0.44 -1.46  0.165
H -5.15 -0.19 -1.04  0.471
C 0.93 0.68 6.12  -0.619
C 0.46 -0.14 4.92  -0.057
O -0.61 -0.94 5.34  -0.723
H 1.52 0.05 6.80  0.201
H 0.09 1.12 6.66  0.218
H 1.58 1.50 5.81  0.201
H 1.32 -0.75 4.61  0.147
H 0.23 0.56 4.10  0.163
H -0.73 -1.73 4.81  0.470
C -0.40 2.32 -2.87  -0.641
C 0.62 1.31 -3.34  -0.075
O 0.21 -0.06 -3.18  -0.757
H -0.52 2.40 -1.79  0.208
H -1.42 2.17 -3.25  0.210
H -0.19 3.29 -3.32  0.228
H 1.55 1.39 -2.76  0.183
H 0.88 1.57 -4.37  0.176
H 0.22 -0.48 -4.04  0.491
C 3.96 -0.08 -1.65  -0.649
C 5.19 -0.69 -2.32  -0.054
O 4.87 -1.17 -3.63  -0.731
H 3.12 -0.78 -1.61  0.211
H 3.59 0.79 -2.19  0.207
H 4.22 0.15 -0.61  0.214
H 5.53 -1.55 -1.74  0.160
H 5.99 0.03 -2.44  0.174
H 3.93 -1.31 -3.74  0.466
C 0.82 -1.11 1.39  -0.641
C 0.21 -0.19 0.35  -0.071
O -0.31 -0.99 -0.70  -0.786
H 0.15 -1.84 1.85  0.206
H 1.41 -0.57 2.13  0.222
H 1.65 -1.69 0.97  0.213
H 1.09 0.35 -0.03  0.165
H -0.53 0.51 0.75  0.171
H -0.36 -0.49 -1.54  0.514
C -3.84 -3.07 1.26  -0.650
C -3.02 -1.83 1.59  -0.077
O -3.93 -0.76 1.88  -0.738
H -3.18 -3.95 1.23  0.207
H -4.23 -3.02 0.24  0.220
H -4.68 -3.30 1.91  0.222
H -2.17 -1.55 0.97  0.182
H -2.56 -2.06 2.56  0.166
H -4.37 -0.58 1.04  0.467
O -2.55 1.35 3.23  -0.951
H -3.24 2.01 3.13  0.462
H -2.66 0.78 2.46  0.482
O 0.44 -3.71 -1.12  -0.968
H 0.72 -4.15 -0.30  0.459
H 0.12 -2.84 -0.84  0.495